Computed, not measured: 2 unconnected molecules or ions with the total composition C2H6NO2 in a non-equilibrium geometry, with wB97M-V/def2-TZVPD.

Each line ends with the natural charge from an NBO analysis.
Cartesian coordinates (Å):
C -1.889 -1.246 -0.017  0.132
C 0.977 1.458 0.000  -0.320
N 1.772 -0.764 0.034  0.462
O 0.679 -1.262 0.061  -0.364
O 2.016 0.466 0.010  -0.222
H -2.090 -0.721 0.900  0.212
H -1.762 -2.320 0.006  0.223
H -1.911 -0.745 -0.973  0.215
H 1.391 2.343 0.479  0.248
H 0.094 1.101 0.535  0.191
H 0.721 1.689 -1.037  0.224

As for the orbital gap (alpha / beta): 6.44 / 6.64 eV. The charge is +1. As for the LUMO energy (alpha / beta): -0.3120 / -0.3082 Eh. The highest occupied orbital energy (alpha / beta) is -14.9302 / -15.0220 eV.

=====

Computed, not measured: a single C4H4O molecule in a non-equilibrium geometry, with wB97M-V/def2-TZVPD.

Each line ends with the natural charge from an NBO analysis.
Cartesian coordinates (Å):
O 0.268 -1.845 -1.532  -0.650
C 0.050 -0.410 -0.517  0.229
C 0.234 0.036 0.857  -0.270
C -1.144 0.115 0.234  -0.277
C -0.048 0.999 -0.259  -0.259
H 0.845 -1.380 -2.084  0.458
H 0.743 -0.025 1.793  0.259
H -2.206 0.077 0.379  0.263
H 0.200 1.939 -0.602  0.248

As for the orbital gap: 9.56 eV. As for the LUMO energy: 0.0202 Eh. The highest occupied orbital energy is -9.0057 eV.

=====

Computed, not measured: 5 unconnected molecules or ions with the total composition C32H69BN7O10P in a non-equilibrium geometry, with wB97M-V/def2-TZVPD.

Each line ends with the Löwdin charge.
Cartesian coordinates (Å):
C 3.025 4.497 0.721  0.012
C 4.182 3.994 0.335  -0.122
C 4.268 2.768 -0.569  -0.346
C 4.036 3.248 -2.022  -0.104
C 4.685 2.336 -3.095  -0.256
N 5.369 1.158 -2.539  0.017
O 3.250 1.826 -0.318  -0.052
C 3.221 1.286 0.980  -0.248
C 4.497 0.572 1.428  -0.013
C 4.687 -0.807 0.845  -0.434
O 5.052 -1.036 -0.251  0.156
N 4.419 -1.906 1.781  -0.167
C 3.375 -2.811 1.257  -0.079
C 5.644 -2.695 1.977  -0.087
C 1.974 0.327 1.058  -0.147
O 1.012 0.799 0.099  -0.146
C 0.860 -0.065 -0.995  -0.455
C 0.017 -1.314 -0.693  -0.175
C -1.479 -1.046 -0.563  -0.235
C -1.848 -0.181 0.641  -0.162
C -3.256 0.395 0.391  -0.205
N -3.224 1.581 -0.485  0.074
C -3.181 2.824 0.139  -0.539
C -2.889 2.984 1.614  0.015
O -3.340 3.805 -0.521  0.065
P 0.125 0.913 -2.444  0.957
C 1.355 0.642 -3.798  -0.266
O 0.155 2.537 -2.105  -0.303
B 1.378 0.393 2.532  -0.444
C 0.676 1.675 3.122  0.011
O 1.513 -0.728 3.357  0.102
H 2.170 4.574 0.061  0.076
H 2.921 4.802 1.756  0.063
H 5.086 4.471 0.705  0.106
H 5.284 2.389 -0.479  0.126
H 2.954 3.186 -2.155  0.103
H 4.278 4.299 -2.138  0.110
H 5.340 2.940 -3.721  0.102
H 3.889 1.998 -3.767  0.071
H 4.656 0.476 -2.295  0.050
H 5.869 0.731 -3.315  0.068
H 3.026 2.059 1.727  0.128
H 5.406 1.145 1.250  0.130
H 4.432 0.457 2.510  0.128
H 2.432 -2.578 1.757  0.067
H 3.200 -2.710 0.183  0.091
H 3.588 -3.851 1.482  0.084
H 5.451 -3.468 2.719  0.081
H 5.898 -3.227 1.054  0.089
H 6.475 -2.103 2.354  0.088
H 2.234 -0.689 0.766  0.101
H 1.835 -0.415 -1.365  0.107
H 0.249 -2.063 -1.452  0.118
H 0.353 -1.757 0.251  0.114
H -1.981 -2.010 -0.445  0.116
H -1.863 -0.643 -1.497  0.060
H -1.914 -0.813 1.527  0.123
H -1.196 0.680 0.777  0.094
H -3.806 0.524 1.324  0.104
H -3.788 -0.384 -0.160  0.102
H -4.013 1.539 -1.114  0.121
H -1.891 2.663 1.906  0.066
H -3.059 4.022 1.858  0.085
H -3.600 2.407 2.207  0.077
H 0.940 -0.063 -4.516  0.024
H 2.276 0.191 -3.424  0.029
H 1.599 1.566 -4.319  0.027
H -0.750 2.748 -1.834  0.023
H 1.434 2.257 3.650  0.074
H 0.356 2.288 2.272  0.057
H -0.165 1.426 3.757  0.059
H 2.451 -0.801 3.602  0.107
C 0.210 1.352 9.451  -0.079
N 1.031 1.479 8.261  0.004
C 0.783 1.002 7.011  -0.540
C -0.500 0.235 6.796  -0.003
O 1.578 1.193 6.106  0.036
H -0.054 2.346 9.815  0.082
H 0.779 0.836 10.227  0.082
H -0.698 0.796 9.249  0.071
H 1.903 1.980 8.335  0.138
H -0.550 -0.078 5.757  0.074
H -0.523 -0.653 7.429  0.086
H -1.362 0.867 7.013  0.086
C -6.630 0.138 -3.125  -0.068
N -6.151 -0.962 -2.306  0.012
C -6.853 -1.735 -1.440  -0.534
C -8.326 -1.447 -1.278  -0.003
O -6.291 -2.628 -0.824  0.027
H -6.447 -0.091 -4.176  0.086
H -6.082 1.046 -2.868  0.077
H -7.690 0.311 -2.978  0.073
H -5.175 -1.212 -2.366  0.137
H -8.743 -2.144 -0.558  0.081
H -8.477 -0.432 -0.909  0.086
H -8.845 -1.576 -2.228  0.087
C -7.099 -5.209 2.167  -0.083
N -6.587 -5.184 0.812  0.011
C -6.190 -6.239 0.051  -0.555
C -6.282 -7.616 0.671  -0.019
O -5.778 -6.073 -1.085  0.029
H -8.102 -4.777 2.183  0.079
H -6.451 -4.607 2.808  0.081
H -7.143 -6.220 2.560  0.067
H -6.506 -4.284 0.352  0.091
H -5.933 -8.349 -0.050  0.079
H -5.654 -7.676 1.561  0.080
H -7.315 -7.849 0.932  0.080
C 2.342 2.082 -7.721  -0.073
N 2.905 0.975 -6.972  0.007
C 4.212 0.617 -6.847  -0.559
C 5.237 1.458 -7.569  -0.011
O 4.526 -0.349 -6.171  0.026
H 1.795 2.737 -7.040  0.081
H 1.644 1.696 -8.466  0.083
H 3.114 2.657 -8.223  0.072
H 2.276 0.373 -6.465  0.115
H 6.225 1.052 -7.373  0.082
H 5.058 1.437 -8.645  0.084
H 5.207 2.488 -7.209  0.082

As for the orbital gap: 8.10 eV. As for the LUMO energy: 0.0185 Eh. The highest occupied orbital energy is -7.5973 eV.

=====

Computed, not measured: a molecular structure, C3H12F9O15S3Y in a non-equilibrium geometry, with wB97M-V/def2-TZVPD.

Each line ends with the natural charge from an NBO analysis.
Cartesian coordinates (Å):
Y -1.139 0.486 -0.423  2.191
C -0.347 -6.162 2.356  0.742
F 0.092 -7.374 2.241  -0.295
F -1.667 -5.971 2.250  -0.318
F 0.011 -5.742 3.607  -0.327
S 0.599 -5.161 0.991  2.272
O 0.109 -5.699 -0.243  -0.912
O 0.236 -3.753 1.260  -0.896
O 2.018 -5.395 1.175  -0.855
C 2.888 -0.346 5.387  0.725
F 3.006 -1.522 4.805  -0.327
F 3.154 -0.591 6.701  -0.332
F 3.865 0.412 4.830  -0.336
S 1.046 0.404 5.218  2.314
O 0.786 0.610 3.813  -1.023
O 0.126 -0.541 5.781  -0.959
O 1.207 1.629 6.000  -0.960
C 2.647 4.616 -4.756  0.719
F 1.980 5.682 -4.278  -0.322
F 3.397 5.068 -5.715  -0.303
F 3.475 4.105 -3.837  -0.321
S 1.446 3.351 -5.406  2.268
O 0.591 4.108 -6.317  -0.914
O 2.166 2.245 -6.059  -0.904
O 0.723 2.847 -4.214  -0.969
O -4.032 1.221 -2.854  -0.982
H -4.920 0.909 -3.025  0.495
H -3.900 1.928 -3.486  0.495
O -3.851 -2.422 0.262  -0.975
H -4.254 -3.208 -0.105  0.494
H -4.167 -2.389 1.165  0.486
O -3.986 2.035 1.802  -0.978
H -4.128 1.986 2.748  0.499
H -4.685 2.606 1.484  0.486
O 2.857 0.510 -0.501  -0.976
H 3.324 1.193 -0.020  0.489
H 3.547 -0.068 -0.827  0.495
O -1.048 4.586 -0.305  -0.968
H -1.915 4.988 -0.350  0.478
H -0.475 5.283 0.014  0.495
O -0.340 -1.898 -3.439  -0.983
H -0.268 -1.727 -4.378  0.495
H -0.174 -2.837 -3.354  0.495

As for the orbital gap: 1.63 eV. As for the LUMO energy: -0.2591 Eh. The highest occupied orbital energy is -8.6793 eV.

=====

Computed, not measured: a molecular structure, C37H58N7O4PRuSSi in a non-equilibrium geometry, with wB97M-V/def2-TZVPD.

Each line ends with the Mulliken spin population.
Cartesian coordinates (Å):
Ru 1.088 0.057 0.288  1.505
C -0.381 -3.573 5.555  -0.002
Si 1.363 -3.685 4.793  0.020
C 2.160 -5.398 5.073  0.000
C 2.500 -2.353 5.527  -0.019
C 1.035 -3.568 2.911  0.031
C 0.794 -4.712 2.168  -0.012
C 0.476 -4.625 0.817  0.003
C 0.394 -3.375 0.236  -0.013
N 0.614 -2.259 0.921  0.003
C 0.943 -2.346 2.221  -0.003
S 1.287 -0.837 2.972  -0.511
H -0.355 -3.695 6.632  0.000
H -1.042 -4.336 5.153  0.000
H -0.823 -2.603 5.344  0.000
H 2.526 -5.492 6.090  0.000
H 3.006 -5.557 4.410  0.000
H 1.455 -6.209 4.917  0.000
H 2.806 -2.644 6.526  -0.003
H 1.993 -1.399 5.601  0.006
H 3.397 -2.198 4.938  0.000
H 0.846 -5.680 2.646  0.000
H 0.281 -5.509 0.231  0.000
H 0.136 -3.258 -0.810  -0.001
C -1.736 0.726 2.103  0.007
N -0.423 1.192 1.736  -0.073
C 0.046 2.307 2.165  0.027
C 1.359 2.717 1.832  -0.005
C 2.035 3.919 2.125  0.004
C 3.277 3.828 1.520  -0.002
C 3.318 2.572 0.897  0.011
N 2.174 1.913 1.076  -0.044
C -2.789 1.807 2.187  -0.008
C -3.112 2.542 1.051  0.005
C -4.081 3.528 1.109  0.000
C -4.739 3.789 2.301  -0.001
C -4.428 3.053 3.432  0.000
C -3.449 2.075 3.378  0.002
H -1.669 0.198 3.062  0.001
H -2.026 -0.010 1.345  0.005
H -0.551 2.974 2.797  -0.009
H 1.640 4.734 2.701  0.000
H 4.067 4.555 1.529  0.000
H 4.134 2.142 0.339  -0.001
H -2.601 2.332 0.122  -0.002
H -4.325 4.107 0.229  0.000
H -5.498 4.555 2.350  0.000
H -4.939 3.243 4.363  0.000
H -3.208 1.510 4.267  0.000
N 1.315 1.563 -4.479  -0.001
C 2.021 0.289 -4.400  0.003
C 1.841 -0.266 -2.982  -0.016
N 2.263 0.662 -1.932  0.049
C 1.806 2.040 -2.147  -0.015
C 1.972 2.519 -3.592  0.003
H -0.327 1.001 -3.906  0.000
H 1.335 1.913 -5.433  0.000
H 3.093 0.408 -4.629  0.000
H 1.597 -0.412 -5.122  0.000
H 2.416 -1.192 -2.897  0.000
H 0.784 -0.494 -2.822  0.007
H 3.281 0.658 -1.877  0.002
H 2.370 2.695 -1.480  0.001
H 0.749 2.095 -1.868  0.003
H 3.042 2.624 -3.839  -0.001
H 1.495 3.493 -3.702  0.000
C -3.844 2.304 -4.002  0.000
C -2.746 3.187 -3.421  0.001
C -3.353 4.465 -2.840  0.000
C -1.715 3.535 -4.496  0.000
O -2.058 2.544 -2.317  0.003
P -1.721 1.014 -2.210  0.010
O -1.158 0.543 -3.629  0.000
O -0.770 0.763 -1.102  0.035
O -3.113 0.323 -2.046  -0.001
C -3.412 -1.054 -1.743  0.000
C -2.162 -1.871 -1.444  -0.001
C -4.129 -1.612 -2.971  0.000
C -4.346 -0.993 -0.535  0.000
H -4.378 2.857 -4.772  0.000
H -4.552 2.015 -3.228  0.000
H -3.420 1.401 -4.433  0.000
H -3.780 5.068 -3.637  0.000
H -2.597 5.045 -2.322  0.000
H -4.136 4.222 -2.128  0.000
H -2.165 4.191 -5.234  0.000
H -1.349 2.642 -4.999  0.000
H -0.877 4.055 -4.039  0.000
H -1.520 -1.891 -2.323  0.001
H -2.451 -2.888 -1.188  0.000
H -1.606 -1.444 -0.609  0.003
H -3.524 -1.465 -3.862  0.000
H -5.078 -1.103 -3.114  0.000
H -4.312 -2.674 -2.846  0.000
H -3.799 -0.667 0.347  0.000
H -4.790 -1.964 -0.336  0.000
H -5.138 -0.276 -0.737  0.000
N 6.678 -3.465 0.323  0.000
C 5.533 -2.755 0.326  -0.002
C 4.495 -3.039 -0.574  -0.004
C 3.353 -2.276 -0.551  0.006
N 3.162 -1.256 0.284  0.005
C 4.130 -0.984 1.159  -0.005
C 5.307 -1.694 1.218  -0.008
H 6.793 -4.245 -0.301  0.000
H 7.404 -3.265 0.985  0.000
H 4.591 -3.846 -1.281  0.000
H 2.539 -2.501 -1.227  -0.005
H 3.938 -0.164 1.842  0.003
H 6.053 -1.432 1.948  0.000

As for the orbital gap (alpha / beta): 5.50 / 7.19 eV. The charge is +1. As for the LUMO energy (alpha / beta): -0.1513 / -0.0901 Eh. Its spin multiplicity is 2. The highest occupied orbital energy (alpha / beta) is -9.6135 / -9.6407 eV.

=====

Computed, not measured: a molecular structure, CH5O2 in a non-equilibrium geometry, with wB97M-V/def2-TZVPD.

Each line ends with the natural charge from an NBO analysis.
Cartesian coordinates (Å):
C -0.979 -0.292 0.346  -0.221
O 0.201 -0.998 0.117  -0.891
H -1.135 -0.238 1.374  0.116
H -1.911 -0.755 -0.081  0.105
H -0.999 0.832 0.140  0.119
H 2.024 1.056 -0.309  0.414
H 1.063 -0.230 -0.468  0.497
O 1.735 0.626 -1.118  -1.140

As for the orbital gap: 8.26 eV. The charge is -1. As for the LUMO energy: 0.1768 Eh. The highest occupied orbital energy is -3.4453 eV.

=====

no.,calculated total energy (Eh)
1,-284.519811
2,-229.786980
3,-2762.581855
4,-3381.372245
5,-3252.835988
6,-191.558446